Record 1
7
Properties=species:S:1:pos:R:3:forces:R:3 method="wB97M-V/def2-TZVPD" gap_ev=11.7 homo_ev=-11.204 e_above_lowest_kcal_mol=132.8
H -0.8609 -0.0199 -0.3809 3.253 -0.474 0.283
N 0.1766 -0.3863 -0.3928 -2.274 0.186 0.103
C 1.1794 0.2737 -0.1275 -0.914 2.401 0.123
F 1.2390 1.6418 0.1635 -0.088 -1.935 -0.267
N 2.4948 -0.2140 -0.4115 0.634 -0.994 -0.600
F 3.4713 0.6545 0.0122 -0.509 -0.633 0.523
F 2.6909 -1.4412 0.2568 -0.102 1.448 -0.165

=====

Record 2
8
Properties=species:S:1:pos:R:3:forces:R:3 method="wB97M-V/def2-TZVPD" total_charge=+1 gap_ev="8.0 / 8.0" homo_ev="-16.076 / -16.074" e_above_lowest_kcal_mol=68.3
C 0.1262 0.2622 1.7711 -1.628 0.332 -1.719
N -0.5507 -0.8232 1.7290 -0.355 -0.343 -0.407
N -0.8633 0.2317 0.8685 0.228 -0.779 0.708
N -0.1426 -0.2070 -1.3433 -2.673 -0.053 -1.448
F 0.9359 1.0302 2.2491 1.626 0.747 0.983
F 0.3545 0.9313 -1.8211 0.962 1.896 -0.066
F 0.9288 -1.0077 -1.2090 0.097 -0.864 -0.464
H -0.7889 -0.4175 -2.2442 1.744 -0.935 2.413

=====

Record 3
8
Properties=species:S:1:pos:R:3:forces:R:3 method="wB97M-V/def2-TZVPD" gap_ev="7.8 / 7.8" smiles="OC(F)(F)F.O=S" homo_ev="-9.961 / -9.963" e_above_lowest_kcal_mol=23.3
O -0.2223 -0.2405 -1.0584 0.557 0.863 -0.598
C -1.3029 0.5550 -1.0252 -1.717 -1.788 0.797
F -1.5653 1.3013 -2.0908 0.866 -0.166 -0.233
F -1.2967 1.3616 0.0270 0.435 0.407 0.194
F -2.4025 -0.2622 -0.8651 0.107 0.306 -0.116
H -0.4336 -1.1851 -0.9634 -0.199 0.348 -0.029
O 0.5458 -2.8148 0.0576 0.178 0.217 0.580
S 1.0996 -2.4335 1.3903 -0.229 -0.187 -0.595

=====

Record 4
8
Properties=species:S:1:pos:R:3:forces:R:3 method="wB97M-V/def2-TZVPD" gap_ev=10.7 homo_ev=-11.961 e_above_lowest_kcal_mol=2.5
C 1.7765 0.0162 0.1173 0.016 -2.596 -0.464
O -2.9213 -1.1892 -0.4331 -0.041 2.485 -0.497
O -2.8301 1.1418 0.4577 -0.086 -0.580 -0.874
F 1.6612 0.3031 1.3672 -0.175 -0.038 2.319
F 2.0243 -1.3195 -0.0822 -0.100 0.454 0.609
F 0.6510 0.2680 -0.4712 -1.783 0.629 -1.119
S -2.9358 0.2591 -0.6803 0.158 -1.908 1.378
H 2.5743 0.5205 -0.2754 2.011 1.553 -1.352

=====

Record 5
8
Properties=species:S:1:pos:R:3:forces:R:3 method="wB97M-V/def2-TZVPD" gap_ev=12.3 smiles="O=[SH](=O)C(F)(F)F" homo_ev=-11.875 e_above_lowest_kcal_mol=38.8
O 1.2298 0.8754 -1.3999 -0.091 0.200 -0.967
S 0.7777 0.6146 -0.0912 0.231 -3.030 0.401
O 1.6320 0.1901 0.9593 0.945 -0.237 0.442
C -0.6392 -0.6922 0.0098 -1.050 3.890 -2.175
F -1.7931 0.1133 -0.4993 2.255 -2.228 0.680
F -0.8734 -0.8809 1.2512 -0.427 -0.735 1.379
F -0.4495 -1.7936 -0.6515 -0.346 0.118 -0.162
H 0.1158 1.5733 0.4215 -1.517 2.022 0.403

=====

Record 6
9
Properties=species:S:1:pos:R:3:forces:R:3 method="wB97M-V/def2-TZVPD" total_charge=+1 gap_ev=10.5 homo_ev=-16.397 e_above_lowest_kcal_mol=75.7
C -2.9954 0.1763 0.0593 1.502 -3.567 -0.779
N -0.1010 0.1066 -0.3315 1.615 2.247 -0.364
N -1.0486 -0.6408 -0.0444 -4.065 0.702 0.876
O -1.0692 -1.8138 -0.0101 1.181 -1.158 -0.157
F -3.0216 0.6768 -1.1106 -0.443 0.562 1.041
F -3.0592 0.8413 1.1172 -0.168 0.596 -0.444
F -3.3653 -1.0638 0.1327 -0.704 1.800 0.072
F -0.4007 1.4289 -0.0829 0.333 -0.993 -0.255
H 0.8836 -0.0916 -0.2725 0.748 -0.188 0.010

=====

Record 7
8
Properties=species:S:1:pos:R:3:forces:R:3 method="wB97M-V/def2-TZVPD" gap_ev=12.6 smiles="O=C(F)F.FNF" homo_ev=-12.102 e_above_lowest_kcal_mol=17.4
O -0.9929 -0.1526 -0.2104 -2.705 1.532 0.153
C -0.0185 -0.5373 -0.6716 2.801 -0.170 0.702
F 0.4302 -1.7366 -0.4162 0.686 -0.825 -0.728
F 0.9419 0.1681 -1.2693 -0.759 -0.546 -0.139
F -4.0196 -1.7499 2.2070 -0.109 1.319 2.247
N -3.8524 -1.2021 0.9244 -2.384 -3.576 -0.641
F -5.2362 -1.0854 0.4732 0.538 1.078 0.469
H -3.9402 -2.2235 0.6842 1.933 1.187 -2.063

=====

Record 8
8
Properties=species:S:1:pos:R:3:forces:R:3 method="wB97M-V/def2-TZVPD" spin_multiplicity=3 gap_ev="12.0 / 8.8" homo_ev="-11.031 / -12.973" s_squared=2.02
C -1.0400 -0.3571 0.1182 -2.701 2.643 -1.886
N 1.9042 0.2514 0.4672 0.649 -0.367 1.664
O -0.1985 -1.1948 0.2902 0.419 -0.341 0.064
F -1.9058 0.0756 1.0846 0.040 -0.673 0.369
F -1.8689 -0.3703 -1.0936 0.768 -0.493 1.114
F 1.3784 1.2547 -0.2154 -0.247 1.092 -0.935
F 2.4708 -0.5104 -0.4442 0.297 -0.362 -0.704
H -0.7401 0.8507 -0.2070 0.775 -1.499 0.315

=====

Record 9
9
Properties=species:S:1:pos:R:3:forces:R:3 method="wB97M-V/def2-TZVPD" gap_ev=11.8 smiles="N=[S@](=O)(F)C(F)(F)F" homo_ev=-11.200 e_above_lowest_kcal_mol=31.3
N -0.1003 -0.2380 0.2010 1.128 -0.909 -3.571
S 0.5826 -0.1129 -1.1737 -4.785 1.167 2.612
O 1.8396 0.4186 -1.4297 2.567 0.862 -0.309
F -0.3686 0.7307 -2.2453 0.620 -1.161 0.978
C 0.5556 -1.7962 -2.0027 -0.449 0.335 0.416
F 1.5089 -1.7956 -2.8936 0.587 0.114 -0.452
F 0.8573 -2.5733 -0.9981 0.269 -1.184 0.492
F -0.5523 -2.2059 -2.5862 -0.324 0.489 0.320
H -0.2981 0.5034 0.8612 0.389 0.289 -0.487

=====

Record 10
5
Properties=species:S:1:pos:R:3:forces:R:3 method="wB97M-V/def2-TZVPD" gap_ev="7.7 / 8.4" homo_ev="-9.602 / -9.178" e_above_lowest_kcal_mol=104.4
C -0.0633 -0.0856 0.2228 -1.335 0.137 -1.722
F -0.2530 -0.0436 1.4942 0.642 -0.118 1.819
I -0.8827 -1.9235 -0.5309 0.550 0.085 -0.041
I -1.1332 1.6025 -0.5781 0.475 0.018 -0.215
H 2.3322 0.4502 -0.6079 -0.332 -0.123 0.159

=====

Which DFT total energy belongs to each record? In order, -12181.0272; -13658.5330; -24134.5219; -24135.4236; -24133.8507; -16936.3306; -15456.1276; -15452.8433; -26293.9091; -19966.8060 eV.